# 1
ORCA calculation (ωB97M-V with the def2-TZVPD basis set) on a 2-piece molecular cluster, C2 overall.

Structure (XYZ):
```
2
Properties=species:S:1:pos:R:3:lowdin_charge:R:1
C 0.00 0.00 1.35 0.00
C 0.00 0.00 -1.35 0.00
```



# 2
ORCA calculation (ωB97M-V with the def2-TZVPD basis set) on one molecule with the formula C2.

Structure (XYZ):
```
2
Properties=species:S:1:pos:R:3:lowdin_charge:R:1
C 0.00 0.00 0.89 0.00
C 0.00 0.00 -0.89 0.00
```



# 3
ORCA calculation (ωB97M-V with the def2-TZVPD basis set) on C20H10ClCoF6N5OP as an isolated structure.

Structure (XYZ):
```
45
Properties=species:S:1:pos:R:3:lowdin_charge:R:1
Co 0.09 0.50 -1.08 0.63
Cl 5.95 -0.38 2.93 0.67
C 4.71 -0.14 1.73 -0.67
C 5.09 0.10 0.39 -0.07
C 4.16 0.29 -0.58 0.03
C 2.77 0.26 -0.27 -0.29
O 1.93 0.45 -1.23 -0.07
C 2.40 0.01 1.08 -0.12
C 1.06 -0.08 1.48 0.00
N 0.01 0.02 0.71 0.03
C -1.31 -0.12 1.21 -0.15
C -1.70 -0.53 2.46 0.02
C -3.07 -0.61 2.77 -0.05
C -4.04 -0.31 1.85 -0.01
C -3.67 0.09 0.55 -0.13
C -4.57 0.37 -0.50 0.02
C -4.10 0.69 -1.74 -0.01
C -2.71 0.75 -1.96 -0.06
N -1.86 0.52 -1.00 0.05
C -2.30 0.18 0.24 -0.12
C 3.40 -0.18 2.07 -0.05
H 6.14 0.12 0.15 0.11
H 4.44 0.47 -1.60 0.13
H 0.87 -0.26 2.53 0.14
H -0.98 -0.81 3.21 0.11
H -3.35 -0.93 3.76 0.11
H -5.08 -0.39 2.10 0.12
H -5.64 0.31 -0.31 0.13
H -4.77 0.91 -2.56 0.12
H -2.30 1.01 -2.93 0.13
H 3.10 -0.37 3.10 0.12
F 0.09 1.68 -2.79 -0.18
P 0.20 3.27 -2.15 0.23
F 0.17 2.41 -0.63 -0.19
F 1.77 3.11 -2.14 -0.09
F 0.19 3.88 -3.60 -0.08
F 0.27 4.63 -1.36 -0.08
F -1.40 3.26 -2.08 -0.12
N 0.01 -1.26 -1.65 0.15
C 0.30 -2.29 -1.16 -0.11
C 0.59 -3.48 -0.58 -0.25
C -0.45 -4.14 0.14 -0.22
N -1.31 -4.65 0.71 0.14
C 1.91 -3.99 -0.62 -0.22
N 2.99 -4.39 -0.65 0.15
```



# 4
ORCA calculation (ωB97M-V with the def2-TZVPD basis set) on C20H10N5S2Ta as an isolated structure.

Output
**Total charge**: +2

Structure (XYZ):
```
38
Properties=species:S:1:pos:R:3:lowdin_charge:R:1
Ta -1.61 -2.04 0.19 1.52
S -3.71 -2.54 1.07 0.69
C -2.82 -3.39 2.35 -0.99
S -1.09 -3.18 2.15 0.74
C -3.41 -4.04 3.37 -0.30
C -4.83 -4.13 3.46 -0.18
N -5.98 -4.16 3.53 0.25
C -2.60 -4.66 4.37 -0.18
N -1.95 -5.13 5.19 0.25
N 4.54 5.68 -2.70 0.22
C 3.87 4.82 -2.36 -0.15
C 3.02 3.75 -1.93 -0.19
C 3.29 3.08 -0.73 0.02
C 2.49 2.03 -0.33 -0.01
C 1.38 1.66 -1.10 -0.20
C 1.10 2.35 -2.29 -0.01
C 1.93 3.37 -2.71 0.02
C 0.51 0.56 -0.67 -0.01
C 1.08 -0.71 -0.51 -0.21
C 2.41 -1.06 -0.76 0.08
C 2.59 -2.40 -0.42 0.02
C 1.38 -2.86 0.02 -0.11
N 0.41 -1.87 -0.04 -0.21
C -0.85 0.86 -0.44 -0.20
C -1.49 2.09 -0.55 0.08
C -2.85 1.93 -0.24 0.02
C -3.03 0.63 0.10 -0.10
N -1.84 -0.09 -0.02 -0.19
H 4.14 3.38 -0.13 0.14
H 2.69 1.52 0.60 0.13
H 0.26 2.05 -2.90 0.13
H 1.73 3.89 -3.64 0.14
H 3.15 -0.40 -1.18 0.14
H 3.50 -2.98 -0.49 0.14
H 1.13 -3.86 0.36 0.11
H -1.00 3.01 -0.83 0.14
H -3.61 2.70 -0.24 0.14
H -3.92 0.14 0.46 0.09
```



# 5
ORCA calculation (ωB97M-V with the def2-TZVPD basis set) on C20H11Br3IrNO3 as an isolated structure.

Structure (XYZ):
```
39
Properties=species:S:1:pos:R:3:lowdin_charge:R:1
Ir -0.01 0.68 -0.19 1.22
Br 0.02 0.77 2.26 1.00
C 1.85 0.25 2.42 -0.54
C 2.41 0.19 3.66 -0.12
C 3.77 -0.19 3.75 -0.08
C 4.47 -0.48 2.62 -0.03
C 3.88 -0.41 1.34 -0.17
C 4.64 -0.68 0.17 -0.05
C 4.05 -0.57 -1.05 -0.08
C 2.69 -0.21 -1.17 -0.11
C 1.89 0.04 -0.09 -0.28
C 2.51 -0.05 1.21 -0.22
H 1.84 0.44 4.54 0.10
H 4.24 -0.24 4.73 0.11
H 5.52 -0.75 2.69 0.11
H 5.68 -0.95 0.28 0.11
H 4.63 -0.77 -1.95 0.10
H 2.26 -0.15 -2.17 0.09
Br -4.61 3.16 -0.24 0.80
C -4.18 1.33 -0.09 -0.61
C -5.22 0.38 -0.05 -0.16
C -4.98 -0.95 0.06 -0.63
Br -6.43 -2.17 0.10 0.77
C -3.65 -1.43 0.13 -0.18
C -3.25 -2.78 0.21 -0.01
C -1.93 -3.11 0.22 -0.03
C -0.96 -2.10 0.17 -0.08
N -1.30 -0.83 0.12 -0.11
C -2.63 -0.46 0.09 -0.13
C -2.86 0.94 -0.02 -0.42
O -1.82 1.74 -0.01 -0.26
H -6.24 0.74 -0.11 0.10
H -4.02 -3.55 0.24 0.09
H -1.61 -4.14 0.27 0.11
H 0.10 -2.31 0.16 0.12
O 0.56 2.35 -1.59 -0.07
C 0.17 1.60 -2.50 -0.46
O -0.17 0.40 -2.19 -0.16
H 0.13 1.91 -3.54 0.15
```



| no. | molecular weight (g mol⁻¹) | Kohn-Sham gap (hartree) | F_max (hartree/bohr) |
| --- | --- | --- | --- |
| 1 | 24.02 | 0.207 | 0.0814 |
| 2 | 24.02 | 0.242 | 0.1332 |
| 3 | 575.68 | 0.255 | 0.0078 |
| 4 | 565.42 | 0.190 | 0.0124 |
| 5 | 745.24 | 0.268 | 0.0257 |